Here is 2 unconnected molecules or ions with the total composition C2H7NSi at a distorted geometry from the Open Molecules 2025 dataset. Energies are from ωB97M-V with the def2-TZVPD basis set.

Summary:
relative energy (zero: lowest compared OMol25 entry of this formula, charge and spin)	402.53	kJ/mol
LUMO level (spin up / spin down)	-0.012 / -0.007	Eh
molecular weight	73.2	g/mol
Kohn-Sham gap (spin up / spin down)	0.250 / 0.290	Ha
DFT total energy	-11550.327	eV

ORCA input file:
```
! RIJCOSX wB97M-V def2-TZVPD def2/J DEFGRID3
* xyz 0 1
C -2.022 -0.369 0.251
C -1.454 0.710 -0.202
N 1.612 -0.846 -0.072
Si 1.655 0.856 0.215
H -2.867 -1.020 -0.294
H -1.528 -1.058 0.787
H -1.868 1.402 -0.947
H 1.239 -1.548 0.654
H 0.957 -0.898 -0.754
H 2.318 1.282 1.453
H 1.958 1.488 -1.091
*
```

=====

Here is 2 unconnected molecules or ions with the total composition C2H7O at a distorted geometry from the Open Molecules 2025 dataset. Energies are from ωB97M-V with the def2-TZVPD basis set.

Summary:
<S²>	0.7531
relative energy (zero: lowest compared OMol25 entry of this formula, charge and spin)	35.18	kJ/mol
LUMO level (spin up / spin down)	0.039 / -0.071	Eh
molecular weight	47.1	g/mol
Kohn-Sham gap (spin up / spin down)	0.471 / 0.357	Ha
DFT total energy	-4232.311	eV

ORCA input file:
```
! RIJCOSX wB97M-V def2-TZVPD def2/J DEFGRID3
* xyz 0 2
C 0.083 -1.041 6.050
H -0.837 -1.135 5.393
H 0.856 -0.550 5.442
H 0.418 -2.066 6.266
C -0.217 -0.265 7.324
H -1.007 -0.753 7.913
H 0.676 -0.191 7.963
H -0.549 0.759 7.099
O -1.448 -2.121 3.625
H -0.653 -2.678 3.706
*
```

=====

Here is 2 unconnected molecules or ions with the total composition C2H7O2 at a distorted geometry from the Open Molecules 2025 dataset. Energies are from ωB97M-V with the def2-TZVPD basis set.

Summary:
relative energy (zero: lowest compared OMol25 entry of this formula, charge and spin)	8.82	kJ/mol
LUMO level	0.173	Eh
molecular weight	63.1	g/mol
Kohn-Sham gap	0.287	Ha
DFT total energy	-6282.600	eV

ORCA input file:
```
! RIJCOSX wB97M-V def2-TZVPD def2/J DEFGRID3
* xyz -1 1
O 1.455 -2.361 0.739
H 1.334 -3.047 0.076
C -0.224 0.251 -0.561
O -0.534 -0.924 0.043
C -0.622 1.489 0.209
H 0.867 0.351 -0.764
H -0.696 0.401 -1.577
H 0.632 -1.740 0.538
H -1.680 1.775 0.091
H -0.476 1.408 1.299
H -0.055 2.396 -0.093
*
```

=====

Here is 2 unconnected molecules or ions with the total composition C2H7O2 at a distorted geometry from the Open Molecules 2025 dataset. Energies are from ωB97M-V with the def2-TZVPD basis set.

Summary:
relative energy (zero: lowest compared OMol25 entry of this formula, charge and spin)	147.09	kJ/mol
LUMO level	-0.207	Eh
molecular weight	63.1	g/mol
Kohn-Sham gap	0.426	Ha
DFT total energy	-6273.442	eV

ORCA input file:
```
! RIJCOSX wB97M-V def2-TZVPD def2/J DEFGRID3
* xyz 1 1
O 0.432 -1.934 0.975
H 1.096 -0.663 0.178
H -0.425 -2.475 0.965
H 0.930 -2.152 1.759
O 1.200 0.099 -0.654
C 0.377 1.032 -1.027
C -0.779 1.141 -0.303
H 0.961 1.631 -1.783
H -1.481 2.022 -0.320
H -0.628 0.784 0.715
H -1.682 0.513 -0.503
*
```

=====

Here is 2 unconnected molecules or ions with the total composition C2H7O2 at a distorted geometry from the Open Molecules 2025 dataset. Energies are from ωB97M-V with the def2-TZVPD basis set.

Summary:
relative energy (zero: lowest compared OMol25 entry of this formula, charge and spin)	540.39	kJ/mol
LUMO level	-0.211	Eh
molecular weight	63.1	g/mol
Kohn-Sham gap	0.386	Ha
DFT total energy	-6269.366	eV

ORCA input file:
```
! RIJCOSX wB97M-V def2-TZVPD def2/J DEFGRID3
* xyz 1 1
C 1.099 -0.911 0.131
C -1.495 0.116 0.151
O 0.885 1.425 -0.200
O 0.314 0.201 -0.480
H 0.638 -1.044 1.151
H 0.680 -1.686 -0.509
H 2.124 -0.497 0.059
H -1.147 -0.488 0.982
H -1.822 1.204 0.344
H -1.890 -0.436 -0.660
H 0.614 2.114 -0.969
*
```

=====

Here is 2 unconnected molecules or ions with the total composition C2H7O2 at a distorted geometry from the Open Molecules 2025 dataset. Energies are from ωB97M-V with the def2-TZVPD basis set.

Summary:
relative energy (zero: lowest compared OMol25 entry of this formula, charge and spin)	533.33	kJ/mol
LUMO level (spin up / spin down)	-0.340 / -0.257	Eh
molecular weight	63.1	g/mol
Kohn-Sham gap (spin up / spin down)	0.313 / 0.369	Ha
DFT total energy	-6269.439	eV

ORCA input file:
```
! RIJCOSX wB97M-V def2-TZVPD def2/J DEFGRID3
* xyz 1 1
C -1.102 -0.113 0.603
C 1.006 -0.751 -0.287
O 0.214 1.740 -0.968
O 0.241 0.162 0.411
H -1.188 -1.017 1.229
H -1.564 0.724 1.131
H -1.640 -0.338 -0.328
H 0.434 -1.390 -0.966
H 1.801 -0.213 -0.821
H 1.541 -1.366 0.458
H 0.258 2.562 -0.461
*
```

=====

Here is a single C2H7O2P molecule at a distorted geometry from the Open Molecules 2025 dataset. Energies are from ωB97M-V with the def2-TZVPD basis set.

Summary:
relative energy (zero: lowest compared OMol25 entry of this formula, charge and spin)	164.78	kJ/mol
LUMO level	0.033	Eh
molecular weight	94.0	g/mol
SMILES	C[P@H](=O)CO
Kohn-Sham gap	0.366	Ha
DFT total energy	-15570.075	eV

ORCA input file:
```
! RIJCOSX wB97M-V def2-TZVPD def2/J DEFGRID3
* xyz 0 1
C 1.128 -1.288 -0.332
C -1.440 0.354 -0.008
O 0.965 1.031 1.314
O -1.903 1.451 0.707
P 0.777 0.463 -0.036
H 2.133 -1.505 0.100
H 0.369 -1.680 0.327
H 1.086 -1.501 -1.448
H -1.689 0.300 -1.068
H -1.462 -0.567 0.446
H -1.169 1.828 1.255
H 1.206 1.114 -1.256
*
```

=====

Here is 2 unconnected molecules or ions with the total composition C2H7O3P at a distorted geometry from the Open Molecules 2025 dataset. Energies are from ωB97M-V with the def2-TZVPD basis set.

Summary:
relative energy (zero: lowest compared OMol25 entry of this formula, charge and spin)	157.61	kJ/mol
LUMO level	-0.008	Eh
molecular weight	110.0	g/mol
Kohn-Sham gap	0.332	Ha
DFT total energy	-17617.835	eV

ORCA input file:
```
! RIJCOSX wB97M-V def2-TZVPD def2/J DEFGRID3
* xyz 0 1
C 1.510 -0.841 0.230
C 2.487 0.381 0.040
O -1.078 -1.718 -0.356
O -3.931 0.300 0.485
O -0.499 0.765 -0.840
P 0.029 -0.735 -0.476
H 1.713 -1.913 0.153
H 3.312 -0.009 -0.553
H 2.953 0.577 0.944
H 2.178 1.324 -0.484
H -2.943 0.306 0.462
H -4.282 0.873 1.113
H -1.450 0.690 -0.719
*
```

=====

Here is a molecular structure, C2H7O3Pd at a distorted geometry from the Open Molecules 2025 dataset. Energies are from ωB97M-V with the def2-TZVPD basis set.

Summary:
<S²>	3.7720
relative energy (zero: lowest compared OMol25 entry of this formula, charge and spin)	8.03	kJ/mol
LUMO level (spin up / spin down)	0.005 / -0.061	Eh
molecular weight	185.5	g/mol
Kohn-Sham gap (spin up / spin down)	0.218 / 0.253	Ha
DFT total energy	-11794.746	eV

ORCA input file:
```
! RIJCOSX wB97M-V def2-TZVPD def2/J DEFGRID3
* xyz 0 4
O -4.684 -1.358 -1.699
Pd -4.548 0.049 -2.381
H -3.914 -1.944 -1.435
C -5.866 -2.794 -1.474
H -6.685 -2.059 -1.519
H -5.873 -3.276 -2.463
H -6.426 -3.332 -0.696
O -4.390 -4.018 -0.858
C -2.735 -3.425 -2.359
O -3.387 -3.041 -1.172
H -3.435 -3.760 -3.142
H -2.253 -2.513 -2.739
H -2.047 -4.256 -2.147
*
```

=====

Here is 2 unconnected molecules or ions with the total composition C2H7OPS at a distorted geometry from the Open Molecules 2025 dataset. Energies are from ωB97M-V with the def2-TZVPD basis set.

Summary:
relative energy (zero: lowest compared OMol25 entry of this formula, charge and spin)	363.46	kJ/mol
LUMO level	-0.013	Eh
molecular weight	110.1	g/mol
SMILES	[H]/P=C/CO.S
Kohn-Sham gap	0.328	Ha
DFT total energy	-24356.303	eV

ORCA input file:
```
! RIJCOSX wB97M-V def2-TZVPD def2/J DEFGRID3
* xyz 0 1
C -0.170 -0.583 1.437
C -0.640 -0.113 0.082
O 0.282 0.561 2.119
P -0.886 -1.232 -1.175
S 1.336 1.357 -2.415
H -0.906 -1.077 2.032
H 0.741 -1.328 1.300
H -1.026 0.849 -0.040
H 0.655 0.189 2.869
H -0.943 -0.171 -2.147
H 1.052 1.135 -1.213
H 0.505 0.413 -2.848
*
```

=====

Here is 2 unconnected molecules or ions with the total composition C2H7OS at a distorted geometry from the Open Molecules 2025 dataset. Energies are from ωB97M-V with the def2-TZVPD basis set.

Summary:
relative energy (zero: lowest compared OMol25 entry of this formula, charge and spin)	90.17	kJ/mol
LUMO level	0.153	Eh
molecular weight	79.1	g/mol
Kohn-Sham gap	0.264	Ha
DFT total energy	-15070.471	eV

ORCA input file:
```
! RIJCOSX wB97M-V def2-TZVPD def2/J DEFGRID3
* xyz -1 1
S 1.964 -0.660 -2.014
H 1.181 -1.811 -2.207
C -0.859 -0.221 0.750
O -0.898 -0.925 -0.460
C 0.128 1.035 0.659
H -0.523 -0.800 1.594
H -1.889 0.113 0.985
H -0.093 -0.636 -1.143
H -0.331 1.974 0.015
H 1.024 0.578 0.191
H 0.297 1.353 1.631
*
```

=====

Here is 3 unconnected molecules or ions with the total composition C2H7OS2 at a distorted geometry from the Open Molecules 2025 dataset. Energies are from ωB97M-V with the def2-TZVPD basis set.

Summary:
relative energy (zero: lowest compared OMol25 entry of this formula, charge and spin)	181.46	kJ/mol
LUMO level	0.133	Eh
molecular weight	111.2	g/mol
Kohn-Sham gap	0.229	Ha
DFT total energy	-25905.014	eV

ORCA input file:
```
! RIJCOSX wB97M-V def2-TZVPD def2/J DEFGRID3
* xyz -1 1
C 2.033 0.658 -0.210
O 3.269 0.815 -0.292
H 1.490 0.912 0.719
H -0.382 -3.087 -1.094
H 1.467 0.169 -1.033
C -1.216 1.012 1.012
S -1.563 -0.611 0.253
S -1.122 -0.095 -1.768
H -2.155 1.468 1.308
H -0.543 0.823 1.929
H -0.702 1.753 0.334
H -0.576 -3.816 -1.157
*
```

=====

Here is 2 unconnected molecules or ions with the total composition C2H7S2 at a distorted geometry from the Open Molecules 2025 dataset. Energies are from ωB97M-V with the def2-TZVPD basis set.

Summary:
relative energy (zero: lowest compared OMol25 entry of this formula, charge and spin)	91.99	kJ/mol
LUMO level	0.123	Eh
molecular weight	95.2	g/mol
Kohn-Sham gap	0.201	Ha
DFT total energy	-23858.262	eV

ORCA input file:
```
! RIJCOSX wB97M-V def2-TZVPD def2/J DEFGRID3
* xyz -1 1
C -1.874 0.304 0.811
S -1.393 -1.477 0.709
H -2.966 0.356 0.809
H -1.566 0.775 -0.112
H -1.412 0.741 1.678
H -0.280 -1.227 1.403
C 1.732 -0.251 -0.795
S 1.543 1.577 -0.601
H 1.018 -0.504 -1.577
H 1.560 -0.864 0.096
H 2.722 -0.508 -1.204
*
```

=====

Here is 2 unconnected molecules or ions with the total composition C2H7S3 at a distorted geometry from the Open Molecules 2025 dataset. Energies are from ωB97M-V with the def2-TZVPD basis set.

Summary:
relative energy (zero: lowest compared OMol25 entry of this formula, charge and spin)	50.90	kJ/mol
LUMO level	0.130	Eh
molecular weight	127.3	g/mol
Kohn-Sham gap	0.215	Ha
DFT total energy	-34694.298	eV

ORCA input file:
```
! RIJCOSX wB97M-V def2-TZVPD def2/J DEFGRID3
* xyz -1 1
C 1.068 1.681 -0.902
S 0.895 2.798 0.500
H 1.491 2.374 -1.644
H 0.069 1.342 -1.172
H 1.813 0.941 -0.631
C -0.832 -2.440 0.329
S -0.274 -0.955 1.159
S -1.660 0.441 0.521
H -1.231 -3.202 0.999
H -1.598 -2.158 -0.375
H 0.083 -2.840 -0.106
H 0.176 2.018 1.324
*
```

=====

Here is 2 unconnected molecules or ions with the total composition C2H8 at a distorted geometry from the Open Molecules 2025 dataset. Energies are from ωB97M-V with the def2-TZVPD basis set.

Summary:
relative energy (zero: lowest compared OMol25 entry of this formula, charge and spin)	31.24	kJ/mol
LUMO level	0.038	Eh
molecular weight	32.1	g/mol
SMILES	C.C
Kohn-Sham gap	0.493	Ha
DFT total energy	-2203.310	eV

ORCA input file:
```
! RIJCOSX wB97M-V def2-TZVPD def2/J DEFGRID3
* xyz 0 1
C -2.556 -0.208 -1.050
H -3.009 -0.189 -2.041
H -2.426 -1.244 -0.768
H -1.595 0.305 -1.004
H -3.186 0.531 -0.551
C 2.505 0.175 1.073
H 3.248 -0.026 0.295
H 2.469 1.248 1.236
H 1.556 -0.307 0.882
H 2.994 -0.285 1.929
*
```

=====

Here is a molecular structure, C2H8AgBrN4O2 at a distorted geometry from the Open Molecules 2025 dataset. Energies are from ωB97M-V with the def2-TZVPD basis set.

Summary:
relative energy (zero: lowest compared OMol25 entry of this formula, charge and spin)	10.22	kJ/mol
LUMO level	-0.101	Eh
molecular weight	307.9	g/mol
Kohn-Sham gap	0.252	Ha
DFT total energy	-86302.679	eV

ORCA input file:
```
! RIJCOSX wB97M-V def2-TZVPD def2/J DEFGRID3
* xyz 0 1
Ag -3.657 -2.055 1.522
Br -1.470 -0.519 1.223
C -1.591 1.372 -2.442
O -1.689 1.792 -3.579
N -2.641 1.372 -1.552
N -0.455 0.824 -1.909
H -3.453 1.861 -1.879
H -2.527 1.104 -0.589
H -0.584 0.382 -1.016
H 0.418 0.989 -2.367
C 2.670 -1.104 1.661
O 3.746 -1.614 1.923
N 1.730 -1.711 0.883
N 2.331 0.148 2.111
H 1.926 -2.676 0.698
H 0.833 -1.296 0.686
H 2.949 0.557 2.782
H 1.463 0.575 1.843
*
```

=====

Here is a molecular structure, C2H8AlO10P2 at a distorted geometry from the Open Molecules 2025 dataset. Energies are from ωB97M-V with the def2-TZVPD basis set.

Summary:
relative energy (zero: lowest compared OMol25 entry of this formula, charge and spin)	29.77	kJ/mol
LUMO level	0.236	Eh
molecular weight	281.0	g/mol
Kohn-Sham gap	0.120	Ha
DFT total energy	-47848.083	eV

ORCA input file:
```
! RIJCOSX wB97M-V def2-TZVPD def2/J DEFGRID3
* xyz -3 1
Al -0.129 1.141 -0.322
P -2.908 1.745 1.299
O -4.321 1.527 0.741
O -2.905 2.167 2.807
O -2.100 2.798 0.490
O -1.995 0.470 1.325
P 1.619 2.886 2.008
O 2.152 2.277 0.703
O 2.627 2.855 3.181
O 0.254 2.267 2.351
O 1.281 4.407 1.854
C 2.517 -1.682 -2.028
O 1.698 -1.075 -1.032
H 2.773 -0.942 -2.782
H 3.407 -2.103 -1.554
H 1.867 -2.474 -2.420
H 1.695 -1.618 -0.239
C -1.053 -2.653 -1.349
O -1.351 -1.506 -0.537
H -0.558 -2.265 -2.235
H -0.448 -3.376 -0.792
H -2.030 -3.119 -1.507
H -2.092 -1.727 0.038
*
```

=====

Here is a gas-phase ion, C2H8ClN2O2 (charge +1) at a distorted geometry from the Open Molecules 2025 dataset. Energies are from ωB97M-V with the def2-TZVPD basis set.

Summary:
relative energy (zero: lowest compared OMol25 entry of this formula, charge and spin)	350.54	kJ/mol
LUMO level	-0.146	Eh
molecular weight	127.6	g/mol
SMILES	N[C@@](O)(C[NH3+])OCl
Kohn-Sham gap	0.363	Ha
DFT total energy	-21792.021	eV

ORCA input file:
```
! RIJCOSX wB97M-V def2-TZVPD def2/J DEFGRID3
* xyz 1 1
C -0.160 -0.950 -0.189
C 0.441 0.312 -0.943
N -0.366 -0.662 1.301
N -0.168 1.405 -0.435
O 1.801 0.349 -0.841
O 0.011 -0.092 -2.400
Cl 0.012 1.106 -3.716
H -1.162 -0.974 -0.610
H 0.643 -1.713 -0.182
H -0.607 -1.486 1.759
H -1.080 0.092 1.518
H 0.603 -0.463 1.693
H -1.147 1.533 -0.326
H 0.280 2.309 -0.500
H 2.314 0.228 -1.649
*
```